1.
An isolated ion of composition C2H6O2PS and charge -1. Source: the Open Molecules 2025 dataset; level of theory: the ωB97M-V functional and the def2-TZVPD basis.

Geometry as XYZ:
```
12
Properties=species:S:1:pos:R:3:forces:R:3
C 1.6581 0.9690 -0.3853 2.208 -1.616 3.134
C -0.9258 -1.0378 -0.2815 -0.419 -0.206 -1.715
O -1.1000 1.0149 1.4169 -1.226 -1.658 -0.227
O -3.0911 0.0468 0.1708 0.336 0.181 1.463
P 1.3105 -0.8659 -0.0531 1.491 -0.333 -0.014
S -1.8949 -0.2176 1.0610 0.155 1.271 -1.672
H 1.3565 0.9220 -1.3621 0.063 0.614 -2.896
H 2.7949 1.0726 -0.1344 -2.212 0.259 -0.994
H 1.0495 1.6872 0.1183 -0.418 0.369 0.690
H -1.0665 -2.0626 -0.7215 -0.212 0.373 1.699
H -1.2864 -0.4770 -1.1673 0.322 0.400 0.405
H 1.1953 -1.0518 1.3382 -0.089 0.347 0.126
```
Forces are in eV/Å.

Total energy   -26385.8231 eV
Gap between HOMO and LUMO (spin up / spin down)   3.666 / 5.863 eV
ΔE to the lowest compared entry with this formula, charge and spin   383.0 kJ/mol
HOMO level (spin up / spin down)   0.08 / -4.07 eV
2S+1   3
Net charge   -1
Expectation value of S²   2.01


2.
One molecule with the formula C9H14N4O4. Source: the Open Molecules 2025 dataset; level of theory: the ωB97M-V functional and the def2-TZVPD basis.

Geometry as XYZ:
```
31
Properties=species:S:1:pos:R:3:forces:R:3
C -2.5456 -0.0434 -0.0159 0.875 0.724 1.108
C -1.2568 -0.7714 -0.4469 -3.459 -1.079 -2.242
C -3.6345 -1.1073 -0.1309 -2.767 -0.867 -1.079
C 0.3129 0.7697 0.7152 -1.953 -0.107 0.431
C 0.1527 1.9993 -0.1807 -0.291 0.622 -1.716
C 1.6679 0.8029 1.4140 1.468 0.723 -1.438
C 2.6132 -0.0508 0.5371 -0.806 4.486 -1.245
C 3.3838 -1.0381 0.8474 1.458 -4.380 1.462
C 3.9701 -0.3117 -1.1515 -1.845 -2.474 1.575
H -3.5379 1.0277 -1.3412 -0.359 0.400 -0.396
H -2.1610 1.7469 -1.0185 1.730 0.904 -0.734
H -2.3483 0.1803 1.0102 -0.211 0.057 1.238
H -3.5030 -2.1616 0.1462 1.022 0.679 1.320
H -3.6655 -1.4459 -1.2084 -0.957 1.499 0.607
H -4.9359 -0.8232 1.3821 0.054 0.047 -0.251
H 0.6302 -1.3223 0.1999 -2.096 2.809 -1.523
H -0.4550 0.7836 1.4703 -0.313 0.832 0.473
H 1.9761 1.9166 1.4174 -0.100 -1.758 -0.280
H 1.7175 0.5742 2.4848 -0.442 -0.668 -0.413
H 3.2529 -1.5316 1.8285 0.871 -0.230 -0.975
H 4.4733 -0.2879 -2.0772 0.360 0.253 -0.891
H 4.8054 -2.1455 -0.4192 0.980 -0.992 0.179
H 1.2501 1.0649 -1.6260 -0.338 0.235 0.878
N -2.9043 1.2827 -0.5998 -1.899 -2.497 0.574
N -0.0309 -0.4357 -0.0753 4.830 -2.307 2.449
N 2.9424 0.4036 -0.7722 0.971 0.116 0.538
N 4.1856 -1.4053 -0.2710 -1.795 4.214 0.689
O -1.5161 -1.7374 -1.1670 1.881 -0.196 0.354
O -5.0163 -0.7411 0.4224 2.430 -0.150 -1.136
O -0.3829 3.0578 0.0992 1.126 -2.000 -0.081
O 0.5600 1.7498 -1.4731 -0.425 1.108 0.525
```
Forces are in eV/Å.

Structure (SMILES)   N[C@@H](CO)C(=O)N[C@@H](Cc1c[nH]cn1)C(=O)O
Total energy   -23708.1933 eV
Gap between HOMO and LUMO   9.217 eV
ΔE to the lowest compared entry with this formula, charge and spin   361.1 kJ/mol
HOMO level   -8.97 eV
Net charge   0


3.
A 2-piece molecular cluster, H3OS2 overall. Source: the Open Molecules 2025 dataset; level of theory: the ωB97M-V functional and the def2-TZVPD basis.

Geometry as XYZ:
```
6
Properties=species:S:1:pos:R:3:forces:R:3
O -2.0216 -0.0979 -0.3941 1.900 -0.865 -0.784
H -1.3064 0.5420 -0.1623 -0.588 -0.481 0.015
S 1.5759 -1.4020 0.2509 -0.382 0.955 -0.469
S 1.2714 0.7462 -0.0668 0.934 -1.052 1.396
H -1.4312 -0.8374 -0.7569 -1.201 1.276 0.882
H 1.9119 1.0491 1.1292 -0.662 0.168 -1.040
```
Forces are in eV/Å.

Total energy   -23767.9527 eV
Gap between HOMO and LUMO   6.365 eV
ΔE to the lowest compared entry with this formula, charge and spin   29.8 kJ/mol
HOMO level   -2.67 eV
Net charge   -1


4.
A 4-piece molecular cluster, C2H12O3S2 overall. Source: the Open Molecules 2025 dataset; level of theory: the ωB97M-V functional and the def2-TZVPD basis.

Geometry as XYZ:
```
19
Properties=species:S:1:pos:R:3:forces:R:3
C -0.2051 0.8398 2.1233 -0.169 0.565 1.133
S -0.7054 -0.8317 1.7563 0.216 -0.207 -0.239
S 0.9258 -1.6297 0.9493 -0.163 -0.113 -0.019
C 0.2265 -3.1788 0.2219 -0.023 1.755 0.138
H 0.0523 1.4330 1.2411 -0.151 -0.260 -0.053
H 0.6343 0.8637 2.8329 -0.141 -0.223 -0.285
H -1.0837 1.2244 2.6839 0.429 -0.029 -0.531
H -0.8170 -3.2408 0.4972 -0.062 -0.483 0.305
H 0.8871 -3.9638 0.5187 0.066 -0.661 0.175
H 0.2751 -2.9548 -0.8300 0.134 -0.301 -0.541
H 1.4959 1.7543 -1.1251 -0.155 0.049 0.217
H 2.3544 2.3110 0.0447 0.087 0.051 -0.066
O 1.7516 1.6033 -0.1958 -0.089 -0.206 -0.002
H 0.1627 2.3712 -3.1876 0.002 -0.056 -0.005
H -0.8014 1.6884 -2.1985 0.129 0.052 -0.163
O 0.1330 1.7599 -2.4442 -0.078 0.099 -0.040
H -2.4239 -0.3507 -0.7321 -0.246 0.342 -0.414
H -0.9949 0.0610 -0.8930 0.184 0.157 -0.317
O -1.8675 0.2403 -1.2631 0.032 -0.531 0.706
```
Forces are in eV/Å.

Total energy   -30074.0365 eV
Gap between HOMO and LUMO (spin up / spin down)   10.182 / 7.155 eV
ΔE to the lowest compared entry with this formula, charge and spin   0.0 kJ/mol
HOMO level (spin up / spin down)   -14.22 / -14.46 eV
2S+1   2
Net charge   +1
Expectation value of S²   0.75


5.
A 2-piece molecular cluster, C2H5NO3 overall. Source: the Open Molecules 2025 dataset; level of theory: the ωB97M-V functional and the def2-TZVPD basis.

Geometry as XYZ:
```
11
Properties=species:S:1:pos:R:3:forces:R:3
C 0.9193 0.4926 0.6167 -3.096 -1.908 -0.423
C -0.6428 -0.7653 0.0758 -0.102 1.653 2.745
N -1.5780 -0.6801 -0.8972 0.303 0.026 -0.299
O 1.4619 0.5380 -0.6028 2.490 -0.684 -0.675
O 0.8672 1.6731 1.2386 -0.229 0.017 -0.408
O -0.7682 -1.4633 1.0739 -0.138 -0.461 -0.831
H 0.9708 2.4004 0.6045 -0.126 -0.213 0.000
H 1.5882 -0.4139 -0.8505 -0.175 1.239 -0.076
H 0.9541 -0.3447 1.3241 1.107 0.377 -0.018
H -1.3598 -0.1850 -1.7465 -0.224 -0.042 0.127
H -2.4126 -1.2519 -0.8365 0.192 -0.004 -0.142
```
Forces are in eV/Å.

Total energy   -9785.2613 eV
Gap between HOMO and LUMO   8.113 eV
ΔE to the lowest compared entry with this formula, charge and spin   282.5 kJ/mol
HOMO level   -7.65 eV
Net charge   0


6.
C39H34ClInN3SSi2 as an isolated structure. Source: the Open Molecules 2025 dataset; level of theory: the ωB97M-V functional and the def2-TZVPD basis.

Geometry as XYZ:
```
81
Properties=species:S:1:pos:R:3:forces:R:3
C -0.3803 -0.8038 5.2671 0.229 -0.525 -0.534
C -0.1241 -1.5426 4.0888 -1.311 0.248 1.084
C 0.7503 -0.7487 3.2514 -0.614 1.196 -1.094
H -0.4644 -2.5553 3.8673 0.180 0.324 0.103
C 1.0517 0.4540 3.9807 -0.251 0.087 0.580
C 0.3402 0.4229 5.1955 0.646 -0.363 -0.651
H 0.3926 1.1810 5.9814 -0.058 -0.281 -0.314
H -0.9730 -1.1366 6.1238 0.159 0.095 -0.457
H 1.2909 -1.0990 2.3706 -0.006 0.019 0.318
H 1.7617 1.2214 3.6637 -0.332 -0.350 0.050
In -1.3985 0.1421 2.2345 1.738 -0.220 0.551
Si 1.9072 -0.3527 -3.7046 -0.368 1.030 -0.119
C 0.8442 -0.6031 -5.2160 -0.106 -0.259 -0.190
C 0.2023 0.5079 -5.7913 -0.295 -0.461 -0.238
H 0.3744 1.5098 -5.3879 0.034 -0.250 -0.188
C -0.7018 0.3304 -6.8460 0.128 0.030 0.220
H -1.2094 1.2001 -7.2635 0.127 -0.232 0.028
C -0.9712 -0.9499 -7.3413 0.248 -0.060 0.229
H -1.6758 -1.0841 -8.1682 0.279 0.043 0.340
C -0.3359 -2.0573 -6.7653 -0.039 0.114 0.079
H -0.5582 -3.0605 -7.1300 0.069 0.248 0.052
C 0.5614 -1.8895 -5.7026 -0.345 0.345 -0.278
H 1.0127 -2.7638 -5.2272 -0.077 0.235 -0.208
C 3.1267 1.0347 -4.0143 0.379 0.028 -0.222
C 3.9938 0.9171 -5.1146 0.194 0.461 0.181
H 3.9731 0.0205 -5.7406 -0.013 0.266 0.181
C 4.8916 1.9426 -5.4232 0.007 -0.032 0.036
H 5.5692 1.8231 -6.2696 -0.192 0.094 0.195
C 4.9382 3.1041 -4.6449 -0.194 -0.249 0.172
H 5.6442 3.9044 -4.8810 -0.247 -0.297 0.053
C 4.0818 3.2268 -3.5451 0.114 -0.044 -0.098
H 4.1272 4.1203 -2.9182 -0.051 -0.245 -0.220
C 3.1840 2.2030 -3.2340 0.091 -0.039 -0.277
H 2.5154 2.3313 -2.3766 0.264 -0.075 -0.299
H 2.5621 -1.6226 -3.3021 -0.074 0.009 -0.072
Si 0.4894 0.3700 -1.9757 0.725 -1.104 -0.074
C 1.7812 0.3487 -0.5938 -0.390 0.447 0.349
C 2.6509 -0.7441 -0.4560 0.568 0.153 0.144
H 2.5215 -1.6488 -1.0610 -0.022 0.423 0.266
C 3.7589 -0.6722 0.3969 -0.167 0.115 0.114
H 4.4559 -1.5111 0.4603 -0.255 0.236 0.000
C 3.9838 0.4756 1.1631 -0.368 0.124 -0.065
H 4.8282 0.5202 1.8555 -0.245 0.027 -0.306
C 3.1033 1.5632 1.0519 0.003 -0.164 0.014
H 3.2837 2.4642 1.6445 -0.003 -0.235 -0.176
C 2.0092 1.5053 0.1794 0.414 -0.486 0.187
H 1.3442 2.3694 0.0696 0.209 -0.244 0.006
C -0.5324 -1.2068 -1.9048 -0.762 0.230 0.547
C -0.2467 -2.1622 -0.9170 -0.065 -0.231 -0.401
H 0.4213 -1.9052 -0.0928 -0.104 -0.156 -0.237
C -0.7672 -3.4518 -1.0089 -0.139 -0.100 -0.017
H -0.4921 -4.1996 -0.2617 -0.106 0.175 -0.222
C -1.6139 -3.7941 -2.0686 0.089 0.332 -0.087
H -1.9605 -4.8226 -2.1856 0.046 0.340 0.061
C -2.0079 -2.8047 -2.9808 -0.065 -0.094 0.200
H -2.6878 -3.0600 -3.7977 0.155 0.118 0.315
C -1.5168 -1.5012 -2.8641 0.469 -0.349 -0.025
H -1.8538 -0.7199 -3.5514 0.192 -0.347 0.029
H -0.2198 1.6658 -2.0056 0.072 -0.020 -0.206
Cl -1.9022 0.8349 0.0620 -0.327 -0.119 0.708
N -3.9887 1.4098 5.3428 0.163 0.474 -0.466
C -4.4938 0.1073 5.3802 0.849 -0.060 0.147
C -5.1390 -0.5670 6.4034 -0.554 -0.670 0.037
C -5.2195 -1.9650 6.2910 -0.037 0.687 0.062
C -4.6142 -2.6515 5.2217 0.155 0.325 -0.604
C -3.9348 -1.9558 4.2151 -0.336 -0.288 0.162
C -3.8831 -0.5684 4.3168 0.430 0.257 0.401
N -3.0366 0.3244 3.6659 -0.113 1.388 0.260
C -3.1080 1.5122 4.3152 -0.826 -2.414 0.140
C -2.1611 2.5651 4.0511 1.236 1.386 -0.410
C -1.9538 3.7619 4.7008 -0.010 -0.805 -0.451
S -0.5057 4.5206 4.1262 -0.779 -0.810 -0.103
C -0.2643 3.2231 3.0301 -1.348 -0.699 0.303
N -1.2065 2.2846 3.0780 0.656 1.149 0.488
H -4.2198 2.1603 5.9840 0.052 -0.290 -0.148
H -5.5493 -0.0101 7.2454 0.019 -0.340 -0.127
H -5.7522 -2.5397 7.0496 0.223 0.234 -0.160
H -4.6733 -3.7414 5.1801 0.023 0.403 0.015
H -3.4285 -2.4429 3.3808 -0.172 -0.091 0.324
H -2.6002 4.1536 5.4735 0.317 0.266 -0.025
H 0.5983 3.1782 2.3738 -0.186 -0.066 0.037
```
Forces are in eV/Å.

Total energy   -89747.2133 eV
Gap between HOMO and LUMO   6.199 eV
ΔE to the lowest compared entry with this formula, charge and spin   0.0 kJ/mol
HOMO level   -9.94 eV
Net charge   +1


Q: What is the net charge in the sixth record?
A: +1


Q: Which value of net charge does entry 3 give?
A: -1


Copy entry 1 word for word.
An isolated ion of composition C2H6O2PS and charge -1. Source: the Open Molecules 2025 dataset; level of theory: the ωB97M-V functional and the def2-TZVPD basis.

Geometry as XYZ:
```
12
Properties=species:S:1:pos:R:3:forces:R:3
C 1.6581 0.9690 -0.3853 2.208 -1.616 3.134
C -0.9258 -1.0378 -0.2815 -0.419 -0.206 -1.715
O -1.1000 1.0149 1.4169 -1.226 -1.658 -0.227
O -3.0911 0.0468 0.1708 0.336 0.181 1.463
P 1.3105 -0.8659 -0.0531 1.491 -0.333 -0.014
S -1.8949 -0.2176 1.0610 0.155 1.271 -1.672
H 1.3565 0.9220 -1.3621 0.063 0.614 -2.896
H 2.7949 1.0726 -0.1344 -2.212 0.259 -0.994
H 1.0495 1.6872 0.1183 -0.418 0.369 0.690
H -1.0665 -2.0626 -0.7215 -0.212 0.373 1.699
H -1.2864 -0.4770 -1.1673 0.322 0.400 0.405
H 1.1953 -1.0518 1.3382 -0.089 0.347 0.126
```
Forces are in eV/Å.

Total energy   -26385.8231 eV
Gap between HOMO and LUMO (spin up / spin down)   3.666 / 5.863 eV
ΔE to the lowest compared entry with this formula, charge and spin   383.0 kJ/mol
HOMO level (spin up / spin down)   0.08 / -4.07 eV
2S+1   3
Net charge   -1
Expectation value of S²   2.01